# C57H119N3O45S13

A cluster of 16 separate species, C57H119N3O45S13 in total at a distorted geometry (wB97M-V/def2-TZVPD, OMol25).

The total energy comes out at -298485.1042 eV. The calculation puts the HOMO energy at -9.319 eV. The frontier orbital gap comes out at 8.1806 eV.

```
237
C57H119N3O45S13 (wB97M-V/def2-TZVPD)
O 0.53 4.76 -2.96
S -0.19 4.68 -4.26
O 0.08 5.69 -5.30
O 0.05 3.20 -4.91
C 0.00 2.09 -4.03
C -0.41 0.79 -4.84
C -2.04 4.57 -4.08
H -0.55 2.25 -3.10
H 0.96 2.03 -3.52
H -0.22 -0.14 -4.30
H 0.19 0.64 -5.74
H -1.43 0.69 -5.19
H -2.32 5.02 -3.13
H -2.32 3.52 -4.11
H -2.53 4.91 -5.00
O -2.38 2.83 3.01
S -2.96 2.18 4.20
O -2.65 2.70 5.51
O -4.57 2.16 4.02
C -5.08 1.99 2.66
C -6.41 1.23 2.84
C -2.53 0.38 4.32
H -4.32 1.37 2.18
H -5.16 2.93 2.12
H -6.93 1.73 3.67
H -6.20 0.22 3.20
H -7.00 1.24 1.93
H -2.93 -0.08 5.23
H -1.47 0.17 4.21
H -2.94 -0.04 3.40
O -1.64 -0.75 1.44
S -0.48 0.10 1.03
O 0.52 0.60 1.91
O 0.28 -0.73 -0.17
C 1.51 -0.18 -0.67
C 1.88 -1.09 -1.95
C -1.17 1.40 -0.15
H 2.24 -0.25 0.14
H 1.53 0.83 -1.06
H 2.91 -0.95 -2.25
H 1.34 -0.89 -2.88
H 1.68 -2.16 -1.84
H -0.96 2.35 0.34
H -2.26 1.32 -0.24
H -0.74 1.16 -1.12
O -2.54 -5.47 -1.68
S -2.00 -6.80 -1.81
O -2.24 -7.54 -3.07
O -0.39 -6.70 -1.51
C 0.38 -5.79 -2.24
C 1.85 -6.30 -2.24
C -2.35 -7.80 -0.23
H 0.31 -4.80 -1.79
H 0.02 -5.87 -3.26
H 1.89 -7.23 -2.81
H 2.10 -6.54 -1.21
H 2.67 -5.66 -2.57
H -3.40 -8.09 -0.18
H -1.94 -7.23 0.60
H -1.85 -8.77 -0.28
O 2.28 4.58 3.61
S 2.48 4.85 2.20
O 1.96 6.04 1.51
O 4.07 4.74 1.83
C 4.55 5.15 0.54
C 5.30 6.42 0.89
C 2.05 3.41 1.17
H 3.78 5.27 -0.22
H 5.20 4.33 0.25
H 4.66 7.27 1.11
H 5.87 6.76 0.02
H 5.95 6.29 1.75
H 0.98 3.30 1.33
H 2.72 2.59 1.44
H 2.11 3.53 0.09
O -0.82 4.67 0.49
S -1.58 5.80 -0.01
O -2.79 5.60 -0.87
O -2.14 6.69 1.35
C -1.22 6.87 2.39
C -1.31 5.76 3.41
C -0.48 7.07 -0.77
H -1.42 7.73 3.02
H -0.20 6.86 2.01
H -2.34 5.49 3.65
H -0.70 5.94 4.29
H -0.82 4.93 2.90
H -0.97 8.04 -0.82
H -0.38 6.66 -1.77
H 0.43 7.16 -0.18
O 6.19 1.77 1.20
S 5.81 0.35 1.18
O 4.41 -0.05 1.08
O 6.64 -0.33 -0.10
C 8.03 -0.09 -0.32
C 8.83 -1.41 -0.42
C 6.56 -0.64 2.64
H 8.45 0.63 0.38
H 8.25 0.34 -1.29
H 8.88 -1.75 -1.45
H 8.39 -2.21 0.18
H 9.86 -1.20 -0.12
H 7.61 -0.41 2.78
H 6.56 -1.70 2.36
H 6.07 -0.45 3.60
O -4.91 -0.88 -2.99
S -3.78 -0.23 -3.65
O -3.02 0.88 -3.01
O -2.77 -1.41 -4.08
C -2.52 -2.53 -3.26
C -1.67 -2.12 -2.03
C -4.27 0.42 -5.30
H -2.00 -3.32 -3.79
H -3.42 -2.91 -2.77
H -1.91 -1.15 -1.58
H -0.67 -1.93 -2.41
H -1.66 -2.88 -1.25
H -4.85 1.33 -5.14
H -4.99 -0.30 -5.70
H -3.43 0.60 -5.97
O 0.33 1.10 6.11
S 1.07 1.91 7.06
O 0.83 1.70 8.46
O 2.67 1.73 6.67
C 3.19 0.49 6.20
C 3.16 0.57 4.63
C 0.80 3.68 6.63
H 2.60 -0.41 6.39
H 4.23 0.34 6.49
H 3.84 1.36 4.30
H 2.16 0.83 4.27
H 3.50 -0.36 4.18
H 1.48 4.33 7.20
H -0.22 3.76 7.00
H 0.94 3.69 5.55
O 0.62 -4.19 -5.13
S 1.69 -3.70 -6.03
O 1.68 -3.91 -7.46
O 1.75 -2.06 -5.81
C 2.47 -1.20 -6.75
C 3.12 -0.14 -5.82
C 3.32 -4.26 -5.36
H 1.75 -0.72 -7.42
H 3.17 -1.71 -7.42
H 3.78 0.59 -6.29
H 3.69 -0.73 -5.10
H 2.40 0.49 -5.28
H 3.23 -4.11 -4.29
H 4.11 -3.75 -5.92
H 3.42 -5.34 -5.44
O -7.98 3.27 -2.09
S -7.72 2.59 -0.83
O -8.40 1.31 -0.54
O -6.11 2.50 -0.53
C -5.27 3.55 -0.94
C -5.03 3.55 -2.41
C -8.20 3.75 0.52
H -4.33 3.39 -0.43
H -5.73 4.49 -0.62
H -5.75 3.92 -3.15
H -4.72 2.59 -2.83
H -4.21 4.22 -2.67
H -8.21 3.13 1.42
H -9.23 3.99 0.27
H -7.51 4.59 0.60
O 3.31 2.83 -1.96
S 4.43 2.82 -2.92
O 4.12 2.51 -4.31
O 5.29 4.23 -2.77
C 6.18 4.66 -3.78
C 7.29 5.50 -3.22
C 5.74 1.68 -2.42
H 5.67 5.20 -4.58
H 6.59 3.80 -4.31
H 7.71 6.05 -4.07
H 8.10 4.86 -2.90
H 7.16 6.16 -2.36
H 6.47 1.64 -3.22
H 5.16 0.76 -2.33
H 6.17 2.12 -1.52
O -8.36 -3.12 -0.15
S -8.02 -2.83 1.26
O -8.13 -3.88 2.29
O -6.57 -2.05 1.32
C -6.31 -1.13 0.31
C -4.80 -0.89 0.34
C -9.10 -1.48 1.85
H -6.93 -0.25 0.49
H -6.45 -1.43 -0.73
H -4.18 -1.68 -0.08
H -4.46 -0.84 1.37
H -4.62 0.06 -0.18
H -8.65 -1.15 2.79
H -10.09 -1.85 2.08
H -9.19 -0.74 1.05
C 0.66 -2.05 3.92
C 0.80 -2.70 2.69
C 0.39 -4.05 2.62
C -0.19 -4.71 3.71
C -0.41 -3.97 4.88
C 0.15 -2.67 5.08
N -0.60 -6.08 3.57
O -1.36 -6.56 4.40
O -0.11 -6.71 2.57
H 0.77 -0.98 4.02
H 1.03 -2.18 1.77
H 0.57 -4.56 1.69
H -0.96 -4.47 5.67
H 0.06 -2.17 6.03
C -4.27 -3.92 3.72
C -5.25 -4.77 4.12
C -5.76 -5.67 3.26
C -5.31 -5.74 1.92
C -4.37 -4.86 1.48
C -3.78 -3.98 2.39
N -5.85 -6.78 1.08
O -5.80 -6.60 -0.15
O -6.44 -7.70 1.61
H -3.77 -3.32 4.47
H -5.67 -4.68 5.11
H -6.54 -6.34 3.58
H -3.96 -4.91 0.48
H -2.96 -3.36 2.05
C 4.96 -3.75 1.89
C 6.02 -4.59 2.11
C 6.81 -4.95 1.01
C 6.64 -4.40 -0.25
C 5.56 -3.58 -0.46
C 4.65 -3.26 0.58
N 7.64 -4.62 -1.36
O 7.38 -4.17 -2.50
O 8.69 -5.11 -1.09
H 4.37 -3.37 2.72
H 6.13 -4.86 3.15
H 7.57 -5.72 1.08
H 5.45 -3.02 -1.38
H 3.82 -2.59 0.39
```